[1]
Here is C22H16ClFN6O in the gas phase from the OMol25 dataset. Energies are from wB97M-V/def2-TZVPD.

XYZ file:
```
47
Properties=species:S:1:pos:R:3:nbo_charge:R:1
O 2.80993 -2.76426 -0.71521 -0.56
F -5.71394 3.02511 3.93297 -0.30
Cl -4.65847 4.79995 1.65554 0.02
N 4.30443 -0.68774 -1.90463 -0.45
N 3.66135 1.31987 -1.07475 -0.31
N 0.88880 -0.93853 -4.01581 -0.44
N -1.03695 0.15022 -3.11632 -0.44
C 2.13587 -1.85551 -0.25451 0.71
C 4.96449 0.24719 -2.53377 0.19
C 3.45748 0.01558 -1.01278 0.45
C -0.00056 0.05639 -3.98202 0.24
C 0.83080 -1.82277 -3.04300 0.06
C -1.14896 -0.78197 -2.20711 0.07
C -4.16849 1.25813 3.57454 -0.26
C -3.07346 0.73871 2.91937 -0.18
C -0.07442 1.99476 1.06900 -0.18
C -2.91345 2.76277 1.64634 -0.21
C 1.15157 1.56388 0.53726 -0.23
C -0.80441 -0.29055 1.18883 -0.15
C -4.66106 2.53788 3.27249 0.37
C -4.05667 3.26812 2.25515 -0.08
C -2.37736 1.52722 1.99423 -0.04
C -1.08224 1.05280 1.43218 -0.06
C 1.37117 0.18684 0.29743 0.23
C -0.18286 -1.77337 -2.06484 -0.11
C 0.39266 -0.72435 0.66482 -0.06
N 4.62632 1.46644 -2.00279 -0.36
N 2.44783 -0.52978 -0.24127 -0.46
C 0.65803 -3.01594 1.56846 -0.59
C -0.20046 -2.67831 -0.84132 -0.40
C 0.71713 -2.12602 0.28186 -0.15
H 5.67340 0.13541 -3.32070 0.21
H 0.11887 0.89507 -4.66905 0.18
H 1.65973 -2.54018 -2.90557 0.23
H -1.93067 -0.69245 -1.45895 0.19
H -4.62492 0.61514 4.34269 0.24
H -2.74367 -0.27201 3.15893 0.22
H -0.20014 3.02910 1.26689 0.21
H -2.40614 3.37884 0.93463 0.23
H 1.92774 2.28537 0.32005 0.25
H -1.59303 -0.99402 1.38610 0.20
H 4.95062 2.36198 -2.38752 0.42
H -0.35980 -3.11569 1.96862 0.21
H 1.05697 -4.02418 1.34269 0.23
H 1.25008 -2.58286 2.39914 0.22
H -1.21456 -2.78195 -0.48589 0.22
H 0.17141 -3.68030 -1.17242 0.24
```

Computed properties:
Gap between HOMO and LUMO = 8.73 eV
F_max = 4.01 eV/A
HOMO energy = -8.29 eV
E = -1811.816133 Eh
SMILES string = C[C@]1(Cc2cncnc2)C(=O)N(c2nc[nH]n2)c2ccc(-c3ccc(F)c(Cl)c3)cc21

[2]
Here is C22H16F2Li as an isolated structure from the OMol25 dataset. Energies are from wB97M-V/def2-TZVPD.

XYZ file:
```
41
Properties=species:S:1:pos:R:3:nbo_charge:R:1
F 1.14630 -4.60315 3.07387 -0.36
C 0.28661 -3.62947 2.63346 0.30
C -0.21448 -2.70541 3.53997 -0.28
C -1.07518 -1.72266 3.08872 -0.23
C -1.44673 -1.61634 1.70783 -0.02
C -2.32820 -0.59782 1.28606 -0.45
C -2.80920 -0.37303 -0.02211 -0.03
C -3.72447 0.70035 -0.27956 -0.24
C -4.20873 0.95902 -1.54774 -0.29
C -3.81633 0.14006 -2.59756 0.29
F -4.28038 0.40066 -3.86194 -0.36
C -2.93265 -0.91526 -2.39463 -0.26
C -2.44642 -1.17277 -1.13201 -0.26
C -0.89947 -2.58411 0.83098 -0.26
C -0.04349 -3.56422 1.28324 -0.27
H 0.10433 -2.74250 4.57072 0.21
H -1.47302 -0.99604 3.79880 0.19
H -2.67382 0.08577 2.04964 0.17
H -4.03017 1.34329 0.54796 0.19
H -4.84912 1.80604 -1.74294 0.21
H -2.62104 -1.52033 -3.24145 0.21
H -1.76547 -1.98311 -0.96455 0.17
H -1.16611 -2.52892 -0.20593 0.18
H 0.38618 -4.28494 0.59343 0.21
C -6.12769 -3.63860 3.40977 -0.47
Li -6.33463 -1.51152 2.50239 0.92
C -4.76756 -3.55804 3.01475 -0.23
C -4.68800 -3.12239 1.67929 -0.34
C -6.01066 -2.90149 1.14764 -0.16
C -6.99858 -3.29291 2.27731 -0.17
C -8.22738 -2.57806 2.35833 -0.29
C -8.58559 -1.65458 1.35110 -0.30
C -7.68732 -1.29963 0.34023 -0.29
C -6.39256 -1.85160 0.27496 -0.25
H -6.44410 -4.53908 3.92994 0.21
H -3.91699 -3.99150 3.55299 0.22
H -3.75577 -3.05438 1.10554 0.24
H -8.89185 -2.72076 3.22376 0.21
H -9.60819 -1.25726 1.31187 0.21
H -8.01788 -0.60867 -0.44279 0.22
H -5.64446 -1.42025 -0.40777 0.25
```

Computed properties:
Gap between HOMO and LUMO = 4.23 eV
F_max = 2.65 eV/A
HOMO energy = -2.16 eV
Total charge = -1
Energy relative to the best compared isomer or geometry (same formula, charge and spin) = 23.9 kcal/mol
E = -1055.144914 Eh

[3]
Here is C22H16IrN6O5S as an isolated structure from the OMol25 dataset. Energies are from wB97M-V/def2-TZVPD.

XYZ file:
```
51
Properties=species:S:1:pos:R:3:mulliken_spin:R:1
Ir -1.32983 1.53629 0.61044 2.43
O -1.37673 -1.91743 4.85845 0.20
C -0.35640 -1.19421 5.15767 0.19
C 0.40946 -1.57721 6.30933 0.16
C 1.47590 -0.81787 6.69013 -0.02
C 1.81630 0.32724 5.94845 0.29
C 1.08244 0.70710 4.79799 0.04
C 0.01404 -0.02952 4.38156 0.11
C -0.77167 0.36420 3.18118 0.05
O -0.38386 1.38170 2.50881 0.10
N -1.84001 -0.36414 2.93177 0.03
N -2.45912 0.11673 1.79992 0.06
C -3.72168 0.07037 1.63493 0.01
C -4.24763 0.89475 0.53183 0.05
C -5.56139 0.82615 0.11978 0.02
C -6.00281 1.70196 -0.86733 0.02
C -5.11756 2.62587 -1.39081 0.00
C -3.81309 2.65102 -0.92038 0.04
N -3.37907 1.80273 0.01524 0.07
H -1.82810 -1.51464 4.03180 0.00
H 0.09770 -2.46410 6.84430 0.00
H 2.05911 -1.08680 7.55960 0.00
H 2.65478 0.93502 6.26080 0.00
H 1.36705 1.58857 4.24021 0.01
H -4.38703 -0.45623 2.31285 0.00
H -6.22933 0.10234 0.56627 0.00
H -7.02733 1.66366 -1.21132 0.00
H -5.42366 3.33277 -2.14822 0.00
H -3.09530 3.36818 -1.29415 0.00
O 3.02026 -4.54328 -3.74044 0.05
S 3.93069 -4.17735 -4.77458 0.03
O 3.45069 -4.15964 -6.13487 0.21
O 5.33804 -4.27645 -4.52919 0.13
C 3.86447 -2.06312 -4.72883 0.47
N 4.69926 -1.45110 -5.49783 0.04
C 4.64496 -0.12271 -5.38837 0.02
C 3.75430 0.49779 -4.51134 0.00
C 2.92525 -0.31628 -3.76089 0.01
N 2.98282 -1.65303 -3.89032 0.02
C 1.92155 0.16541 -2.77275 0.02
C 1.88817 1.47579 -2.30531 -0.01
C 0.95019 1.82999 -1.36029 -0.02
N 0.05589 0.94963 -0.87413 0.14
C 0.07894 -0.31680 -1.33090 0.04
C 0.99059 -0.73994 -2.26842 -0.01
H 5.31966 0.44925 -6.01260 0.00
H 3.72204 1.57521 -4.45258 0.00
H 2.59008 2.22360 -2.64424 0.00
H 0.90678 2.83699 -0.96587 0.00
H -0.65633 -0.99052 -0.91400 0.00
H 0.99651 -1.76794 -2.60332 0.00
```

Computed properties:
Gap between HOMO and LUMO (spin up / spin down) = 7.58 / 5.33 eV
F_max = 0.43 eV/A
HOMO energy (spin up / spin down) = -14.19 / -14.41 eV
Total charge = +2
2S+1 = 6
<S²> = 8.794
E = -2054.454673 Eh

[4]
Here is C22H16N5O2PdS as an isolated structure from the OMol25 dataset. Energies are from wB97M-V/def2-TZVPD.

XYZ file:
```
47
Properties=species:S:1:pos:R:3:nbo_charge:R:1
Pd -0.86024 0.71046 -2.03783 0.99
O 2.64636 -0.71284 -3.81843 -0.51
C 1.55436 -0.51004 -3.35093 0.63
N 0.96946 0.70526 -3.13203 -0.67
C 1.55296 1.92006 -3.35493 0.63
O 2.64326 2.12426 -3.82893 -0.51
C 0.67306 3.09456 -2.92003 0.12
C 1.17726 4.38256 -3.05923 -0.19
C 0.41776 5.45476 -2.61833 -0.13
C -0.84454 5.21466 -2.09533 -0.23
C -1.30404 3.90816 -2.03823 0.05
N -0.55504 2.87836 -2.42263 -0.45
C 0.67206 -1.68304 -2.91933 0.12
C 1.18056 -2.96964 -3.05703 -0.19
C 0.42306 -4.04574 -2.62263 -0.13
C -0.84254 -3.80834 -2.10603 -0.23
C -1.30424 -2.50224 -2.04863 0.05
N -0.55804 -1.46714 -2.42633 -0.45
H 2.15016 4.50776 -3.50973 0.27
H 0.79436 6.46166 -2.69073 0.24
H -1.47034 6.01886 -1.74293 0.25
H -2.30514 3.67876 -1.68233 0.22
H 2.15616 -3.08864 -3.50343 0.27
H 0.80276 -5.05154 -2.69733 0.24
H -1.46894 -4.61524 -1.75933 0.25
H -2.30884 -2.27774 -1.69963 0.22
S -0.65324 0.55446 4.69197 0.28
C -0.67614 0.58366 2.90577 -0.10
C -1.84754 0.27696 2.22467 -0.24
C -1.84274 0.35506 0.84427 0.04
N -0.75934 0.70776 0.15657 -0.52
C 0.37176 0.98246 0.80477 0.05
C 0.45716 0.93516 2.18557 -0.23
C -0.18714 -1.18904 4.81137 -0.13
C -1.16194 -2.16834 4.87417 -0.26
C -0.73474 -3.48474 5.00557 0.05
N 0.53836 -3.81504 5.06477 -0.40
C 1.46166 -2.87944 4.99867 0.05
C 1.15206 -1.53094 4.86547 -0.26
H -2.73584 -0.00514 2.76597 0.25
H -2.73934 0.14106 0.26847 0.20
H 1.22936 1.25236 0.19787 0.22
H 1.37846 1.16826 2.69507 0.25
H -2.21084 -1.92284 4.83377 0.23
H -1.44304 -4.29724 5.07177 0.20
H 2.48736 -3.21174 5.05977 0.20
H 1.92416 -0.78054 4.81617 0.23
```

Computed properties:
Gap between HOMO and LUMO (spin up / spin down) = 7.10 / 7.09 eV
F_max = 3.45 eV/A
HOMO energy (spin up / spin down) = -12.07 / -12.07 eV
Total charge = +1
E = -1798.070502 Eh

[5]
Here is C22H17BaF5N4O5 as an isolated structure from the OMol25 dataset. Energies are from wB97M-V/def2-TZVPD.

XYZ file:
```
54
Properties=species:S:1:pos:R:3:nbo_charge:R:1
Ba 0.52863 0.32935 0.50572 1.83
C -2.78981 0.35395 -0.52077 -0.38
C -2.22096 1.59472 -0.14275 -0.45
C -2.32883 1.67653 1.26719 -0.39
C -2.90929 0.50081 1.74456 -0.34
C -3.20484 -0.32054 0.63329 -0.36
H -2.92320 0.00462 -1.53854 0.18
H -1.80337 2.34290 -0.80546 0.20
H -1.96674 2.49071 1.88469 0.20
H -3.07097 0.24876 2.78302 0.20
H -3.66379 -1.29977 0.67359 0.19
O 6.97924 -0.04325 -0.91384 -0.57
C 5.77632 -0.01286 -0.73157 0.36
C 4.95026 -1.06660 -0.05878 0.34
O 5.33871 -2.15127 0.34972 -0.60
C 3.56789 -0.56368 -0.04916 0.25
C 3.50912 0.71269 -0.68616 0.24
O 2.42371 1.35956 -0.86511 -0.85
C 4.85919 1.11899 -1.08931 0.34
O 5.17910 2.14795 -1.67174 -0.61
O 2.55562 -1.18850 0.40737 -0.83
C -0.50981 -1.09946 -2.99512 -0.09
N -0.72716 -2.13218 -4.01663 -0.48
C -1.55414 -3.18657 -3.42214 -0.08
N -0.94330 -3.78074 -2.23395 -0.47
C -0.73111 -2.71055 -1.25119 -0.10
N 0.12608 -1.63899 -1.78815 -0.52
C 1.41864 -2.23004 -2.17312 -0.10
N 1.24640 -3.28764 -3.17902 -0.47
C 0.57971 -2.71460 -4.34498 -0.08
C 0.37089 -4.31242 -2.61239 -0.08
H -1.46602 -0.65441 -2.72214 0.21
H 0.13636 -0.32361 -3.41311 0.20
H -1.71564 -3.96974 -4.16873 0.18
H -2.52058 -2.75944 -3.14426 0.20
H -0.25403 -3.13288 -0.36398 0.21
H -1.68995 -2.27902 -0.95934 0.22
H 1.90592 -2.63477 -1.28720 0.24
H 2.06186 -1.44560 -2.57697 0.21
H 0.43533 -3.49903 -5.09365 0.18
H 1.21517 -1.93446 -4.76898 0.20
H 0.84800 -4.73288 -1.72548 0.20
H 0.22959 -5.10730 -3.35064 0.18
F 0.87424 1.61059 4.63755 -0.36
C 0.44471 0.31189 4.57855 0.33
C 0.25786 -0.29364 3.35870 -0.53
C -0.16583 -1.59814 3.45005 0.26
F -0.38080 -2.29896 2.28782 -0.36
C -0.40841 -2.27568 4.63008 0.24
F -0.83250 -3.56102 4.64733 -0.32
C -0.21157 -1.61339 5.82590 0.24
F -0.43856 -2.23511 7.00171 -0.32
C 0.22194 -0.30133 5.79938 0.21
F 0.41687 0.34812 6.97299 -0.33
```

Computed properties:
Gap between HOMO and LUMO = 6.06 eV
F_max = 1.19 eV/A
HOMO energy = -1.88 eV
Total charge = -2
Energy relative to the best compared isomer or geometry (same formula, charge and spin) = 14.8 kcal/mol
E = -1968.670081 Eh

[6]
Here is C22H17Br2FeIN7O2S as an isolated structure from the OMol25 dataset. Energies are from wB97M-V/def2-TZVPD.

XYZ file:
```
53
Properties=species:S:1:pos:R:3:mulliken_spin:R:1
Fe -0.15549 -0.25237 -0.29462 2.87
N -3.71413 -1.14349 2.13286 0.02
C -2.57261 -0.67304 1.60232 0.00
S -2.52030 -0.47976 -0.12466 0.17
N -1.61060 -0.37606 2.44286 0.00
N -0.46839 0.03596 1.86297 0.07
C 0.28299 0.75482 2.61778 -0.02
C 1.48747 1.45415 2.21950 0.08
C 1.94960 2.48571 3.03394 -0.04
C 3.00359 3.28429 2.64231 0.07
C 3.61231 3.05508 1.41270 -0.03
C 3.17633 2.01022 0.64235 0.06
N 2.16626 1.22358 1.06364 -0.06
H -4.53504 -1.22324 1.56049 0.00
H -3.81525 -1.12456 3.13496 0.00
H -0.05676 0.97444 3.62562 0.00
H 1.43566 2.66756 3.96671 0.00
H 3.34077 4.08971 3.27961 0.00
H 4.42099 3.67455 1.05546 0.00
H 3.58740 1.73290 -0.31575 0.01
C -0.64436 -2.41218 -3.07933 0.00
C -0.46857 -0.96044 -3.39575 0.02
C -0.43032 -0.53342 -4.73973 0.00
C -0.29918 0.78982 -5.04795 0.01
C -0.20525 1.74082 -4.01180 -0.01
C -0.05081 3.13932 -4.18531 0.03
Br 0.00792 3.87519 -5.92295 0.00
C 0.06995 3.96763 -3.10552 -0.02
C 0.03230 3.44604 -1.80196 0.02
Br 0.25294 4.59350 -0.32588 0.00
C -0.14774 2.09905 -1.57547 -0.03
O -0.20057 1.56926 -0.36675 -0.06
C -0.25313 1.24184 -2.69891 0.01
N -0.37840 -0.08809 -2.40573 0.02
H -0.99484 -2.95323 -3.95513 0.00
H -1.36760 -2.53790 -2.27542 0.00
H 0.30280 -2.85415 -2.76506 0.00
H -0.51132 -1.27590 -5.52074 0.00
H -0.26863 1.11855 -6.07766 0.00
H 0.19819 5.03181 -3.24344 0.00
O 2.33032 0.09576 -0.85244 0.47
N 1.79519 0.09423 0.29091 0.38
I -2.06251 -5.77630 0.95756 0.00
C -0.48786 -4.52002 0.44402 0.00
C 0.79942 -5.00223 0.27015 0.00
C 1.78990 -4.09998 -0.07723 0.00
C 1.47056 -2.76438 -0.23155 -0.02
N 0.22476 -2.29650 -0.06420 -0.05
C -0.73491 -3.16967 0.26652 0.00
H 1.02187 -6.05281 0.39841 0.00
H 2.80912 -4.42356 -0.23218 0.00
H 2.22321 -2.04944 -0.52183 0.01
H -1.73407 -2.77579 0.37459 0.00
```

Computed properties:
Gap between HOMO and LUMO (spin up / spin down) = 6.29 / 6.31 eV
F_max = 0.76 eV/A
HOMO energy (spin up / spin down) = -10.46 / -10.56 eV
Total charge = +1
2S+1 = 5
<S²> = 6.077
Energy relative to the best compared isomer or geometry (same formula, charge and spin) = 47.6 kcal/mol
E = -8489.701861 Eh